Entry 1:
{
  "formula": "C18H23BrIrN3Si",
  "method": "ωB97M-V/def2-TZVPD",
  "e_homo_ev": [-15.13, -15.13],
  "energy_ha": -3831.28971,
  "de_lowest_kj_mol": 74.9,
  "total_charge": 2,
  "elements": ["Ir", "N", "C", "C", "C", "C", "C", "C", "C", "C", "N", "C", "H", "H", "H", "H", "H", "H", "H", "H", "C", "Si", "C", "C", "C", "H", "H", "H", "H", "H", "H", "H", "H", "H", "H", "H", "Br", "C", "C", "C", "N", "C", "C", "H", "H", "H", "H"],
  "coordinates": [[-0.240613, 0.166711, -0.391318], [-2.339523, 0.038434, -0.091959], [-2.805728, -1.330216, 0.103469], [-4.096560, -1.640358, 0.414470], [-4.467153, -2.990074, 0.578708], [-3.539968, -3.981609, 0.421969], [-2.196325, -3.673196, 0.101611], [-1.197759, -4.656211, -0.072980], [0.072957, -4.260971, -0.379225], [0.357726, -2.895714, -0.504484], [-0.535680, -1.935451, -0.348769], [-1.824565, -2.324447, -0.052188], [-2.551020, 0.599452, 0.736356], [-2.860173, 0.472866, -0.854342], [-4.839237, -0.859575, 0.530122], [-5.491055, -3.231715, 0.826289], [-3.818900, -5.020203, 0.542676], [-1.448389, -5.703487, 0.039102], [0.870881, -4.974740, -0.523014], [1.372348, -2.608875, -0.736647], [2.986845, 2.443247, -0.137285], [2.675404, 0.617432, 0.026655], [2.319619, -0.015082, 1.746629], [4.087798, -0.309959, -0.764397], [1.320281, -0.072994, -1.450498], [3.563789, 2.740923, 0.744386], [2.129557, 3.107205, -0.200184], [3.617128, 2.614608, -1.010775], [2.891602, 0.588005, 2.457462], [2.660963, -1.046217, 1.846742], [1.268954, 0.020786, 2.041005], [5.014807, -0.105716, -0.221338], [4.242560, 0.007748, -1.796362], [3.930783, -1.389246, -0.736545], [1.787339, -1.041615, -1.615696], [1.521486, 0.527986, -2.343023], [-0.555765, 6.746700, 0.620710], [-0.464808, 4.920681, 0.295715], [-0.640509, 4.421417, -0.992833], [-0.568010, 3.062196, -1.197847], [-0.315784, 2.196253, -0.199397], [-0.141420, 2.684178, 1.045747], [-0.217966, 4.028890, 1.335043], [-0.833607, 5.085324, -1.823383], [-0.702064, 2.637165, -2.184569], [0.076286, 1.964040, 1.825481], [-0.076533, 4.375422, 2.348710]],
  "atomic_forces_ev_per_a": [[0.1, -0.9, 0.7], [0.2, 0.2, -0.5], [0.2, -0.1, 0.0], [0.0, 0.0, 0.0], [0.0, -0.1, 0.0], [0.0, 0.0, 0.0], [0.0, 0.0, 0.0], [0.0, 0.0, 0.0], [-0.1, -0.1, 0.0], [0.1, 0.0, 0.0], [0.2, 0.0, 0.1], [0.0, 0.2, 0.0], [0.0, 0.0, 0.0], [0.0, 0.0, 0.0], [0.0, 0.0, 0.0], [0.0, 0.0, 0.0], [0.0, 0.0, 0.0], [0.0, 0.0, 0.0], [0.0, 0.0, 0.0], [0.0, 0.1, 0.1], [0.0, -0.1, 0.0], [-0.1, 0.1, 0.3], [0.1, 0.2, 0.1], [-0.2, -0.1, -0.1], [-0.4, 0.0, -0.9], [0.0, 0.0, 0.0], [0.0, 0.0, 0.0], [0.0, 0.0, 0.0], [0.0, -0.1, 0.0], [0.0, 0.0, 0.0], [0.1, 0.0, 0.0], [-0.1, 0.1, 0.1], [0.0, -0.1, 0.0], [0.1, 0.0, 0.0], [-0.3, -0.1, -0.1], [0.1, 0.3, 0.2], [0.0, 0.0, 0.0], [0.0, -0.1, 0.0], [0.0, 0.1, 0.1], [0.0, -0.1, -0.1], [0.2, 0.2, 0.1], [-0.1, 0.2, 0.0], [0.0, 0.0, 0.0], [0.0, 0.0, 0.0], [0.0, 0.0, 0.0], [0.0, 0.1, 0.0], [0.0, 0.0, 0.0]]
}

Entry 2:
{
  "formula": "C18H23ClFNS2Ta",
  "method": "ωB97M-V/def2-TZVPD",
  "e_homo_ev": -4.78,
  "energy_ha": -2167.80984,
  "total_charge": -1,
  "elements": ["C", "C", "F", "Ta", "Cl", "C", "C", "C", "S", "C", "S", "N", "C", "C", "C", "C", "C", "C", "C", "C", "C", "C", "C", "C", "H", "H", "H", "H", "H", "H", "H", "H", "H", "H", "H", "H", "H", "H", "H", "H", "H", "H", "H", "H", "H", "H", "H"],
  "coordinates": [[4.251362, 0.914649, 3.447137], [4.851819, 0.108110, 2.312984], [4.501973, -1.249681, 2.578126], [4.217074, 0.818989, 0.206436], [3.646440, 3.127568, 0.759765], [3.478888, 0.855812, -1.945853], [2.069286, 1.342905, -2.292784], [0.934946, 0.591617, -1.584281], [0.243639, 1.648028, -0.280466], [-0.739022, 0.440929, 0.537117], [-0.520062, 0.038985, 2.078059], [-1.739601, -0.124912, -0.322274], [-2.923973, 0.652848, -0.452085], [-3.079176, 1.905541, 0.141506], [-4.248711, 2.630838, -0.058420], [-5.285191, 2.120477, -0.829753], [-5.128433, 0.874049, -1.427327], [-3.958346, 0.152849, -1.253217], [-1.939422, -1.533572, -0.094021], [-0.999203, -2.400722, -0.628722], [-1.109386, -3.768146, -0.409886], [-2.178423, -4.271190, 0.320408], [-3.120362, -3.399080, 0.852155], [-2.998234, -2.032938, 0.659766], [4.547941, 0.472887, 4.405320], [4.607155, 1.944145, 3.429428], [3.162363, 0.895710, 3.411093], [5.943413, 0.178028, 2.361447], [5.980938, 1.367309, -0.117412], [4.855675, -0.808741, -0.267277], [2.645112, 0.022621, 0.764170], [3.609417, -0.116769, -2.424903], [4.188886, 1.540320, -2.429478], [1.887772, 1.236497, -3.366791], [1.976480, 2.410918, -2.081142], [0.128662, 0.364578, -2.279551], [1.298747, -0.331415, -1.137896], [-2.302847, 2.340659, 0.750190], [-4.339268, 3.605157, 0.401414], [-6.191214, 2.693689, -0.963340], [-5.922235, 0.472840, -2.042602], [-3.850655, -0.812477, -1.725624], [-0.174349, -2.002938, -1.201519], [-0.359169, -4.435156, -0.811590], [-2.263489, -5.335823, 0.488555], [-3.945827, -3.796395, 1.426319], [-3.711391, -1.349595, 1.096819]],
  "atomic_forces_ev_per_a": [[0.1, -0.1, 0.2], [-0.7, -0.3, -0.7], [0.3, 0.0, 0.1], [-0.1, 1.9, -0.1], [0.2, -0.6, -0.3], [-0.5, -0.6, 0.4], [-0.1, 0.1, 0.0], [-0.3, 0.0, -0.5], [0.3, 0.1, 0.3], [0.1, 0.2, -0.4], [0.0, 0.0, 0.2], [-0.3, -0.3, 1.0], [0.0, 0.1, -0.5], [-0.2, 0.0, -0.1], [-0.1, -0.2, -0.1], [0.3, 0.1, 0.1], [0.1, 0.1, 0.1], [-0.1, 0.2, 0.0], [0.0, -0.1, -0.1], [0.0, -0.2, 0.0], [-0.1, 0.1, 0.1], [0.2, 0.1, 0.0], [0.1, -0.1, -0.1], [0.1, 0.0, -0.1], [0.1, 0.0, 0.1], [-0.1, 0.1, -0.1], [-0.1, 0.1, -0.1], [0.1, -0.2, 0.0], [0.1, -0.4, 0.2], [0.1, 0.3, 0.0], [0.2, -0.4, 0.1], [0.1, 0.0, 0.0], [0.3, 0.0, 0.1], [0.0, 0.1, -0.1], [0.0, 0.1, 0.0], [0.0, -0.1, 0.0], [0.1, 0.1, 0.2], [0.1, -0.1, 0.1], [0.0, 0.0, 0.0], [-0.1, 0.0, 0.0], [0.0, -0.1, 0.0], [0.1, 0.0, 0.0], [0.0, 0.0, 0.0], [0.0, 0.0, 0.0], [0.0, 0.0, 0.0], [-0.1, 0.0, 0.1], [-0.1, 0.0, 0.0]]
}

Entry 3:
{
  "formula": "C18H23FN4OS",
  "method": "ωB97M-V/def2-TZVPD",
  "e_homo_ev": -8.58,
  "energy_ha": -1492.05491,
  "de_lowest_kj_mol": 0.0,
  "total_charge": 0,
  "elements": ["C", "C", "N", "C", "S", "C", "C", "O", "N", "C", "C", "C", "C", "C", "C", "N", "N", "C", "C", "C", "C", "C", "C", "C", "F", "H", "H", "H", "H", "H", "H", "H", "H", "H", "H", "H", "H", "H", "H", "H", "H", "H", "H", "H", "H", "H", "H", "H"],
  "coordinates": [[1.565060, -2.405603, -2.447770], [1.743251, -0.962565, -2.909819], [1.280383, -0.040541, -1.903765], [0.065959, 0.579266, -1.877537], [-1.073656, 0.478634, -3.181706], [-2.368506, 1.607780, -2.577339], [-3.309400, 0.915211, -1.587789], [-4.380280, 0.465021, -1.940310], [-2.831200, 0.883364, -0.338749], [-3.515797, 0.222888, 0.753659], [-3.841076, 1.232116, 1.855780], [-2.575248, 1.850045, 2.459345], [-1.441895, 0.823314, 2.606094], [-1.997389, -0.595958, 2.636789], [-2.665702, -0.939654, 1.304764], [-0.091458, 1.230726, -0.751541], [1.005139, 1.030287, -0.008734], [1.829760, 0.277648, -0.685756], [3.115301, -0.166054, -0.162444], [3.171583, -0.700004, 1.124075], [4.373317, -1.114230, 1.665560], [5.546174, -0.995224, 0.936985], [5.519574, -0.443619, -0.331640], [4.311493, -0.031948, -0.859890], [4.310405, 0.539728, -2.085709], [1.907031, -3.082452, -3.225116], [2.141003, -2.592602, -1.542992], [0.516298, -2.611130, -2.244762], [1.153595, -0.778347, -3.811466], [2.791013, -0.759349, -3.133374], [-1.869786, 2.469868, -2.138430], [-2.929098, 1.889715, -3.467852], [-1.887880, 1.225561, -0.166420], [-4.447238, -0.162075, 0.324629], [-4.477064, 2.019176, 1.447386], [-4.412229, 0.715137, 2.627992], [-2.234740, 2.676617, 1.834686], [-2.830602, 2.267609, 3.435308], [-0.739511, 0.912744, 1.776697], [-0.881940, 1.020568, 3.521835], [-1.193628, -1.309260, 2.830917], [-2.718030, -0.687186, 3.451583], [-1.897636, -1.182458, 0.566895], [-3.289407, -1.826245, 1.428303], [2.254068, -0.779136, 1.685639], [4.396282, -1.530130, 2.660815], [6.484642, -1.320520, 1.358216], [6.419063, -0.316729, -0.913042]],
  "atomic_forces_ev_per_a": [[0.0, 0.2, -0.1], [0.2, -0.6, -0.2], [-0.4, 0.6, 0.5], [0.1, 0.1, 0.1], [-0.2, -0.1, -0.3], [0.1, -0.2, 0.0], [0.3, 0.4, -0.1], [-0.4, -0.2, -0.3], [0.0, 0.1, 0.5], [-0.4, -0.1, -0.1], [0.0, 0.0, -0.2], [-0.1, 0.0, 0.0], [-0.1, -0.1, 0.2], [0.2, 0.0, -0.1], [-0.1, -0.1, 0.2], [-0.5, 0.0, -0.6], [1.0, -0.1, 0.6], [-0.3, 0.2, -0.1], [0.4, -0.1, -0.1], [0.1, 0.0, -0.1], [0.0, 0.0, 0.1], [-0.1, 0.0, 0.0], [0.0, 0.1, -0.2], [0.0, -0.1, 0.2], [-0.1, 0.0, 0.1], [0.0, -0.1, -0.1], [0.0, 0.0, 0.0], [-0.1, 0.0, 0.0], [0.2, 0.0, 0.0], [-0.2, 0.1, 0.0], [-0.1, 0.1, 0.0], [0.0, 0.0, 0.1], [-0.1, 0.0, -0.2], [0.2, 0.1, 0.1], [-0.1, 0.0, 0.0], [-0.1, 0.0, 0.0], [0.0, 0.1, 0.0], [0.0, 0.1, 0.0], [0.1, 0.0, 0.0], [0.1, 0.0, -0.1], [0.0, 0.0, 0.1], [0.0, -0.1, 0.1], [0.0, -0.1, 0.0], [0.0, 0.0, -0.1], [-0.1, 0.0, 0.0], [0.0, 0.0, 0.1], [0.1, 0.0, 0.0], [0.1, 0.0, -0.1]]
}

Entry 4:
{
  "formula": "C18H23IN2Pb",
  "method": "ωB97M-V/def2-TZVPD",
  "e_homo_ev": [-5.91, -5.44],
  "energy_ha": -1299.57132,
  "de_lowest_kj_mol": 188.1,
  "total_charge": 0,
  "elements": ["C", "C", "H", "H", "H", "H", "H", "H", "C", "C", "C", "C", "H", "H", "H", "H", "N", "C", "C", "N", "C", "C", "C", "H", "H", "C", "H", "H", "Pb", "I", "C", "C", "C", "C", "C", "C", "H", "H", "H", "H", "H", "H", "H", "H", "H"],
  "coordinates": [[0.384598, 1.161493, 1.436184], [0.267436, -1.404293, 2.067676], [1.307755, 1.736007, 1.501782], [-0.503846, 1.594611, 3.533522], [-0.487818, 1.818469, 1.366187], [0.294461, -1.674083, 0.980343], [1.080900, -2.036837, 2.505350], [-0.618341, -1.997046, 2.415014], [0.035428, 2.723567, -1.830284], [0.179874, 3.535352, -2.950065], [0.097787, 2.927950, -4.213261], [-0.084008, 1.533409, -4.360754], [0.153467, 3.105945, -0.815506], [0.354845, 4.622892, -2.810930], [0.186880, 3.548711, -5.111258], [-0.095414, 1.040578, -5.323130], [-0.279692, 1.416120, -2.017732], [-0.263009, 0.739579, -3.225007], [-0.405274, -0.749430, -3.217681], [-0.443953, -1.396806, -1.991481], [-0.443007, -2.741944, -1.823393], [-0.581038, -2.970773, -4.205468], [-0.548734, -3.567777, -2.934234], [-0.372700, -3.143816, -0.812747], [-0.610526, -4.671874, -2.799161], [-0.477022, -1.567086, -4.346871], [-0.472452, -1.084797, -5.320633], [-0.689851, -3.598459, -5.100572], [0.168412, -0.045195, -0.439200], [2.953785, -0.163023, -0.508919], [1.246745, -0.684815, 5.305812], [-0.033790, 0.121562, 4.988543], [-1.290154, -0.690471, 5.370972], [0.000633, 1.525187, 5.676548], [-0.144067, 0.574622, 3.574354], [0.227956, 0.047512, 2.387154], [1.256916, -0.725728, 6.411870], [2.161901, -0.169239, 4.938040], [1.169545, -1.715099, 4.896403], [-1.291180, -0.747594, 6.473024], [-2.219369, -0.208263, 5.005867], [-1.204340, -1.712084, 4.947562], [0.885107, 2.067343, 5.299396], [-0.891500, 2.112101, 5.397604], [0.039056, 1.504524, 6.767882]],
  "atomic_forces_ev_per_a": [[-0.4, 1.0, -1.0], [0.5, -3.0, 0.5], [0.0, -0.2, -0.1], [0.3, 0.2, -0.3], [0.2, 0.0, 0.4], [0.2, 0.1, 1.4], [-0.1, 0.9, -0.2], [0.3, 1.0, -0.1], [-0.3, 0.0, -2.1], [0.1, 0.4, 1.4], [-0.2, -1.4, -1.1], [0.1, 1.5, 0.0], [-0.2, -0.3, -0.2], [-0.1, -1.0, -0.3], [0.0, -0.3, 0.3], [0.1, 0.4, -0.2], [0.6, -0.3, 0.5], [-0.3, -0.9, 0.3], [0.1, 1.1, 0.5], [-0.3, -0.9, -1.5], [-0.3, 0.2, -1.8], [0.0, 1.6, -0.9], [0.0, -0.7, 1.2], [-0.1, 0.3, -0.1], [0.1, 1.1, -0.2], [-0.2, -1.5, -0.4], [0.0, -0.4, 0.0], [0.1, 0.4, 0.4], [0.0, 1.2, 1.1], [0.8, -0.2, -0.4], [-0.5, 0.3, 0.3], [-0.5, 0.4, -0.1], [0.4, 0.1, 0.4], [0.1, -0.3, 0.4], [0.6, -0.9, -0.9], [-1.2, 0.9, 2.3], [0.4, -0.3, -0.5], [-0.6, -0.4, 0.2], [0.2, 0.7, 0.3], [-0.4, -0.2, -0.3], [0.5, -0.3, 0.3], [-0.2, 0.5, 0.3], [-0.3, -0.1, 0.2], [0.3, -0.3, 0.1], [0.1, -0.2, 0.0]]
}

Entry 5:
{
  "formula": "C18H23N10OPtS2",
  "method": "ωB97M-V/def2-TZVPD",
  "e_homo_ev": -17.29,
  "energy_ha": -2237.33242,
  "de_lowest_kj_mol": 169.8,
  "total_charge": 3,
  "elements": ["Pt", "C", "C", "N", "N", "C", "N", "S", "C", "C", "C", "C", "C", "N", "H", "H", "H", "H", "H", "H", "H", "H", "H", "N", "C", "N", "C", "N", "N", "C", "N", "C", "C", "C", "C", "C", "N", "H", "H", "H", "H", "H", "H", "H", "H", "C", "S", "C", "O", "H", "H", "H", "H", "H", "H"],
  "coordinates": [[0.514597, 0.006453, -0.527886], [2.819599, 1.967899, 2.678266], [1.792214, 1.444459, 1.736218], [2.071393, 0.789643, 0.658824], [3.379479, 0.553392, 0.357214], [3.566949, -0.040776, -0.780617], [4.785538, -0.361667, -1.195997], [2.265370, -0.425431, -1.918538], [0.356784, 1.596922, 2.011485], [-0.150656, 2.169857, 3.160103], [-1.527179, 2.253122, 3.322943], [-2.357541, 1.783285, 2.316398], [-1.783345, 1.230420, 1.187978], [-0.450433, 1.136324, 1.041408], [3.817107, 1.697578, 2.354399], [2.647489, 1.576824, 3.684122], [2.747084, 3.056958, 2.734018], [5.584683, -0.136317, -0.622483], [4.951231, -0.794559, -2.089676], [0.519342, 2.534334, 3.926347], [-1.943700, 2.685256, 4.224335], [-3.434558, 1.828729, 2.404661], [-2.396304, 0.856113, 0.380117], [1.350060, -1.227307, 2.721216], [0.362575, -1.852472, 2.074772], [-0.353602, -2.698918, 2.776905], [-1.258516, -3.437532, 2.136514], [-1.998792, -4.282736, 2.817343], [-1.446464, -3.382679, 0.783068], [-0.747921, -2.500000, 0.160181], [0.162871, -1.622924, 0.719935], [-0.924732, -2.386640, -1.290868], [-1.525677, -3.348793, -2.074340], [-1.583711, -3.146863, -3.446027], [-1.040380, -1.986362, -3.981620], [-0.451800, -1.062729, -3.141484], [-0.404469, -1.270846, -1.813405], [1.538310, -1.555753, 3.657538], [2.106834, -0.827152, 2.197109], [-1.876245, -4.374154, 3.814266], [-2.651784, -4.884023, 2.340493], [-1.917885, -4.237424, -1.600646], [-2.030417, -3.893777, -4.089412], [-1.055139, -1.798948, -5.046761], [-0.012489, -0.148538, -3.511178], [-2.262570, 2.025065, -3.020105], [-1.108872, 2.559336, -1.782818], [-0.391590, 3.955848, -2.596978], [0.036827, 1.496615, -1.850196], [-3.072967, 2.756071, -3.051305], [-2.658574, 1.054837, -2.722514], [-1.763005, 1.965398, -3.987008], [-1.187002, 4.698508, -2.693685], [-0.013152, 3.656612, -3.573772], [0.405121, 4.349455, -1.968857]],
  "atomic_forces_ev_per_a": [[1.0, 0.0, 1.9], [0.0, 0.0, 0.0], [0.1, 0.2, 0.1], [-0.5, 0.7, -0.3], [0.0, -0.2, 0.2], [0.0, 0.0, -0.3], [-0.1, 0.1, 0.1], [0.4, -0.6, -0.3], [0.2, 0.1, -0.3], [0.0, 0.1, 0.1], [0.0, 0.0, 0.0], [0.0, 0.0, 0.0], [0.2, 0.1, 0.2], [-1.6, -0.6, -0.1], [0.0, 0.0, 0.0], [0.0, 0.0, 0.0], [0.0, 0.0, 0.0], [0.0, 0.1, 0.0], [0.0, -0.1, 0.0], [0.0, 0.0, 0.0], [0.0, 0.0, 0.0], [0.0, 0.0, 0.0], [0.0, -0.1, 0.0], [0.0, 0.1, -0.2], [0.4, -0.1, -0.2], [-0.1, 0.1, 0.0], [-0.1, -0.1, 0.1], [0.0, 0.0, 0.0], [0.1, 0.0, 0.0], [0.0, 0.1, 0.2], [0.1, -0.5, 0.0], [0.1, 0.0, 0.0], [0.0, -0.1, 0.0], [0.0, 0.0, 0.0], [0.0, -0.1, 0.0], [-0.2, -0.1, 0.1], [-1.0, 0.6, -0.8], [0.0, 0.0, 0.0], [0.2, -0.2, 0.1], [0.0, 0.0, 0.0], [0.0, 0.0, 0.0], [0.0, 0.0, 0.0], [0.0, 0.0, 0.0], [0.0, 0.0, 0.0], [0.0, 0.0, 0.0], [0.0, -0.1, -0.2], [0.0, 0.0, 0.5], [0.1, 0.1, -0.1], [0.8, 0.4, -0.7], [0.0, 0.0, 0.0], [0.0, 0.0, 0.0], [0.0, 0.0, 0.0], [0.0, 0.0, 0.0], [0.0, 0.0, 0.0], [0.0, 0.0, 0.0]]
}